(1)
The following is a DFT calculation (ωB97M-V with the def2-TZVPD basis set) of C2H6N2S2 in the gas phase at a distorted geometry.

Each line ends with the Mulliken charge.
Atoms and positions in Å:
C: 0.96625 -0.68729 -1.16647  0.51
C: -0.08999 1.39058 0.10451  -0.89
N: -0.67107 -0.77325 0.85778  -0.70
N: 0.05911 -0.04549 -0.05194  0.26
S: 1.53988 0.25291 -2.36508  -0.35
S: 0.89811 -2.34433 -0.97791  -0.32
H: 0.00589 1.76681 -0.93527  0.28
H: -1.09259 1.57621 0.49104  0.35
H: 0.82852 1.82841 0.74668  0.23
H: -0.22925 -0.73438 1.78696  0.22
H: -0.66986 -1.70880 0.44950  0.24
H: 1.25125 -2.72962 -2.23372  0.17

The SMILES is CN(N)C(=S)S. As for the molar mass: 122.218 g mol⁻¹. The calculation puts the energy at -26819.567 eV. The calculation puts the energy above the lowest of the compared OMol25 structures with the same formula, charge and spin at 216.8 kJ/mol. The value obtained for the HOMO energy is -8.07 eV. Its spin multiplicity is 1.

(2)
The following is a DFT calculation (ωB97M-V with the def2-TZVPD basis set) of C2H6N2S2 in the gas phase at a distorted geometry.

Each line ends with the Mulliken charge.
Atoms and positions in Å:
C: -2.01090 -0.87936 -0.19474  -0.80
C: 0.30178 0.50852 -0.15472  0.62
H: -2.15919 -0.33752 0.74812  0.25
H: -2.47179 -1.85319 -0.12871  0.34
H: -2.14986 -0.25315 -1.14442  0.24
H: -0.04728 2.41168 -0.04048  0.20
H: 2.08556 1.47206 0.35106  0.26
H: 2.81571 -1.09785 1.08331  0.14
N: -0.52188 1.45918 -0.17035  -0.66
N: 1.67297 0.48996 -0.03589  -0.35
S: -0.25369 -1.16818 -0.04651  -0.08
S: 2.73859 -0.75215 -0.26668  -0.17

The SMILES is [H]/N=C(\NS)SC. As for the molar mass: 122.218 g mol⁻¹. The calculation puts the energy at -26820.639 eV. The calculation puts the energy above the lowest of the compared OMol25 structures with the same formula, charge and spin at 113.4 kJ/mol. The value obtained for the HOMO energy is -8.73 eV. Its spin multiplicity is 1.

(3)
The following is a DFT calculation (ωB97M-V with the def2-TZVPD basis set) of C2H6N2Si in the gas phase at a distorted geometry.

Each line ends with the Mulliken charge.
Atoms and positions in Å:
C: -0.71768 -1.18265 -0.69073  -0.22
C: 0.57594 -0.47056 -0.74717  -0.25
N: -1.69464 -0.73146 0.34105  -0.42
N: 0.53686 0.57737 0.20566  -0.37
Si: -0.96130 0.54992 1.13298  0.18
H: -1.03704 -1.79805 -1.46945  0.39
H: 1.43324 -1.03245 -0.69443  0.36
H: 0.40665 -0.08720 -1.72639  0.24
H: 1.05560 1.41042 -0.21848  0.28
H: -1.72899 1.90316 1.04656  -0.10
H: -0.49258 0.34909 2.50776  -0.09

The SMILES is C1=N[SiH2]NC1. As for the molar mass: 86.170 g mol⁻¹. The calculation puts the energy at -13027.515 eV. The calculation puts the energy above the lowest of the compared OMol25 structures with the same formula, charge and spin at 86.4 kJ/mol. The value obtained for the HOMO energy is -9.06 eV. Its spin multiplicity is 1.

(4)
The following is a DFT calculation (ωB97M-V with the def2-TZVPD basis set) of a gas-phase ion, C2H6N3 (charge +1) at a distorted geometry.

Each line ends with the Mulliken charge.
Atoms and positions in Å:
C: -1.04094 -0.72221 -0.79534  0.57
C: 0.37079 -0.92757 -0.96298  -0.53
N: -2.00114 -1.40417 -0.52121  -0.40
N: -0.12540 0.39291 -0.64315  -0.29
N: 0.29624 0.90698 0.62781  -0.25
H: 0.88928 -1.46015 -0.19293  0.25
H: 1.03222 -1.06241 -1.93541  0.24
H: -2.84568 -1.04887 -0.07147  0.29
H: 0.35064 0.13509 1.42699  0.42
H: -0.06106 1.80242 0.75723  0.30
H: 1.29233 1.32707 0.66733  0.40

The SMILES is [H]/N=C1/CN1[NH3+]. As for the molar mass: 72.091 g mol⁻¹. The calculation puts the energy at -6630.068 eV. The calculation puts the energy above the lowest of the compared OMol25 structures with the same formula, charge and spin at 484.2 kJ/mol. The value obtained for the HOMO energy is -14.53 eV. Its spin multiplicity is 1. As for the net charge: +1.

(5)
The following is a DFT calculation (ωB97M-V with the def2-TZVPD basis set) of a gas-phase ion, C2H6N3 (charge +1) at a distorted geometry.

Each line ends with the Mulliken charge.
Atoms and positions in Å:
C: -0.58021 -0.98376 -0.03231  -0.20
C: 0.32273 1.19852 0.41258  -0.78
N: 0.10925 -2.18989 -0.47863  -0.21
N: 0.52896 -1.86648 0.58279  -0.01
N: -0.15406 0.31987 -0.65640  -0.17
H: -1.49498 -1.19463 0.39383  0.50
H: -0.42025 1.50975 1.17415  0.35
H: 1.07592 0.67510 1.06595  0.33
H: 0.85057 2.07700 0.08768  0.38
H: 0.68294 -0.07245 -1.24303  0.47
H: -0.92086 0.52697 -1.30661  0.34

The SMILES is C[NH2+]C1N=N1. As for the molar mass: 72.091 g mol⁻¹. The calculation puts the energy at -6631.217 eV. The calculation puts the energy above the lowest of the compared OMol25 structures with the same formula, charge and spin at 373.4 kJ/mol. The value obtained for the HOMO energy is -15.56 eV. Its spin multiplicity is 1. As for the net charge: +1.

(6)
The following is a DFT calculation (ωB97M-V with the def2-TZVPD basis set) of a gas-phase ion, C2H6N3OS (charge +1) at a distorted geometry.

Each line ends with the Mulliken charge.
Atoms and positions in Å:
C: 0.62621 0.20651 0.17793  0.73
C: 2.09645 -0.07443 0.13261  -1.03
N: -0.39913 -0.69162 0.35396  -0.28
N: 0.04269 1.40547 0.12170  -0.07
N: -2.83630 -0.77838 -0.69535  -0.36
O: -1.40657 1.31229 -0.11836  -0.29
S: -2.12977 -0.16886 0.48470  0.42
H: 2.44676 -0.68235 0.99115  0.33
H: 2.69041 0.84905 0.09486  0.34
H: 2.34235 -0.70063 -0.78206  0.33
H: -0.20260 -1.70241 0.38881  0.26
H: 0.33213 2.35659 -0.17203  0.29
H: -3.60264 -1.33122 -0.97792  0.32

As for the molar mass: 120.157 g mol⁻¹. The calculation puts the energy at -19513.603 eV. The calculation puts the energy above the lowest of the compared OMol25 structures with the same formula, charge and spin at 445.6 kJ/mol. The value obtained for the HOMO energy is -14.49 eV. Its spin multiplicity is 1. As for the net charge: +1.

(7)
The following is a DFT calculation (ωB97M-V with the def2-TZVPD basis set) of a gas-phase ion, C2H6N3S (charge +1) at a distorted geometry.

Each line ends with the Mulliken charge.
Atoms and positions in Å:
C: -1.52454 -0.26700 0.37139  0.59
C: 2.37935 0.38646 0.10347  -0.76
N: -0.32808 0.43371 -0.20966  -0.13
N: -0.81663 0.23812 1.23740  -0.32
N: -2.44601 -0.98714 -0.13847  -0.34
S: 1.17517 -0.47410 -0.94416  0.12
H: 2.18676 0.20952 1.12168  0.30
H: 2.18956 1.39168 -0.24723  0.30
H: 3.37178 0.07040 -0.19529  0.36
H: -0.49187 1.36275 -0.58920  0.33
H: -2.66624 -0.72979 -1.01926  0.24
H: -3.02925 -1.63463 0.50933  0.32

The SMILES is CS[N@@H+]1N=C1N. As for the molar mass: 104.158 g mol⁻¹. The calculation puts the energy at -17466.385 eV. The calculation puts the energy above the lowest of the compared OMol25 structures with the same formula, charge and spin at 362.1 kJ/mol. The value obtained for the HOMO energy is -14.19 eV. Its spin multiplicity is 1. As for the net charge: +1.

(8)
The following is a DFT calculation (ωB97M-V with the def2-TZVPD basis set) of C2H6N4 in the gas phase at a distorted geometry.

Each line ends with the Mulliken charge.
Atoms and positions in Å:
N: 0.65189 0.82251 0.28574  -0.08
C: -0.59865 0.59489 -0.26828  0.53
N: 1.88319 0.36693 -0.22444  -0.68
C: -0.54457 -0.95424 -0.29570  -0.22
N: -1.56921 1.35884 0.01641  -0.71
N: -0.80149 -1.79213 0.61001  -0.55
H: 0.74994 1.74067 0.70885  0.25
H: 1.79104 0.07487 -1.19583  0.27
H: 2.20978 -0.41844 0.33821  0.27
H: -2.47158 0.95342 -0.21536  0.27
H: -0.79690 -1.41904 1.55825  0.26
H: -0.50343 -1.32829 -1.31785  0.39

The SMILES is [H]/N=C\C(=N/[H])NN. As for the molar mass: 86.098 g mol⁻¹. The calculation puts the energy at -8128.960 eV. The calculation puts the energy above the lowest of the compared OMol25 structures with the same formula, charge and spin at 302.3 kJ/mol. The value obtained for the HOMO energy is -9.13 eV. Its spin multiplicity is 1.

(9)
The following is a DFT calculation (ωB97M-V with the def2-TZVPD basis set) of C2H6N4 in the gas phase at a distorted geometry.

Each line ends with the Mulliken charge.
Atoms and positions in Å:
C: 1.69447 0.31243 -0.27952  0.24
C: -1.62198 -0.37961 -0.14618  0.04
H: 3.06355 -1.05135 0.47951  0.21
H: 1.50348 1.23362 -0.96345  0.31
H: 0.77865 -0.72858 1.19465  0.21
H: -0.88833 1.30737 0.86077  0.24
H: -1.12144 -1.39349 -0.31977  0.36
H: -3.09565 0.78155 -0.05443  0.23
N: 2.86862 -0.22834 -0.21073  -0.66
N: 0.58246 -0.05396 0.41649  -0.27
N: -0.67035 0.53744 0.19417  -0.31
N: -2.87718 -0.21886 -0.20608  -0.59

The SMILES is [H]/N=C\NN/C=N\[H]. As for the molar mass: 86.098 g mol⁻¹. The calculation puts the energy at -8129.637 eV. The calculation puts the energy above the lowest of the compared OMol25 structures with the same formula, charge and spin at 236.9 kJ/mol. The value obtained for the HOMO energy is -9.47 eV. Its spin multiplicity is 1.

(10)
The following is a DFT calculation (ωB97M-V with the def2-TZVPD basis set) of 2 unconnected molecules or ions with the total composition C2H6N4O at a distorted geometry.

Each line ends with the Mulliken charge.
Atoms and positions in Å:
C: 1.42848 -0.20710 0.30741  -0.81
C: 0.42108 -1.02195 -0.08456  -0.06
N: -0.75519 1.85983 -0.46546  0.50
N: -0.10252 2.28193 -1.40305  -0.71
N: -1.60552 1.14100 -0.12295  0.52
N: -0.53705 -1.56254 0.80560  -0.44
O: -2.43586 0.97257 0.69662  -0.55
H: 1.52635 -0.14212 1.29107  0.27
H: 1.95850 0.34361 -0.45140  0.29
H: 0.41233 -1.42994 -1.04872  0.35
H: 0.68295 1.76282 -1.82502  0.25
H: -0.22496 -1.47292 1.72849  0.17
H: -0.76860 -2.52517 0.57197  0.23

The SMILES is [H]/N=N\N=O.C=CN. As for the molar mass: 102.097 g mol⁻¹. The calculation puts the energy at -10172.200 eV. The calculation puts the energy above the lowest of the compared OMol25 structures with the same formula, charge and spin at 758.6 kJ/mol. The value obtained for the HOMO energy (spin up / spin down) is -8.61 / -8.61 eV. Its spin multiplicity is 1.

- The lowest energy belongs to which entry?
  number 2

- Which value of spin multiplicity does entry 10 give?
  1

- What is the energy in the second record?
  -26820.639 eV

- Which value of spin multiplicity does entry 1 give?
  1